DFT (ωB97M-V with the def2-TZVPD basis set) results for a molecular structure, C48H48N4O2SbW in a non-equilibrium geometry.

Geometry (Å):
C1 -1.233 4.332 2.640
C2 -0.626 -4.189 -3.074
H1 3.684 2.683 1.142
C3 0.851 0.999 -2.732
C4 4.836 -0.204 0.882
C5 -2.838 3.211 0.716
H2 0.254 6.930 -1.908
C6 -1.444 -0.186 2.598
H3 2.256 -5.054 0.970
H4 -1.800 -0.485 4.678
O1 0.942 1.440 0.612
N1 -1.927 -0.109 1.338
H5 2.576 -3.423 1.556
H6 -4.504 1.934 0.477
N2 -0.298 0.498 -2.228
H7 2.489 -4.775 2.689
H8 1.644 1.168 -2.018
C7 3.879 -0.910 2.966
C8 -0.159 -3.137 1.336
C9 0.531 6.027 -1.379
C10 -3.673 -0.398 -0.282
C11 -1.222 0.557 -4.435
H9 4.004 -3.289 -2.264
C12 1.931 -3.731 -1.973
H10 3.963 -1.081 4.031
C13 -3.874 2.553 -0.168
H11 2.869 4.897 0.777
N3 -2.793 0.443 -1.133
H12 2.549 -5.318 -3.260
C14 1.598 2.542 0.729
H13 2.252 6.924 -0.433
H14 -1.287 -2.659 -1.748
H15 -4.525 3.343 -0.539
C15 3.635 -0.272 -1.295
H16 -2.061 0.363 -5.090
C16 0.103 3.712 -0.861
H17 5.676 0.180 0.314
H18 -2.756 2.363 -1.999
C17 0.461 -4.945 -3.495
C18 3.338 -3.602 -1.458
C19 0.834 -2.969 -1.572
C20 1.706 -4.713 -2.945
H19 2.708 -0.606 -1.764
H20 -3.878 5.080 0.698
H21 -2.130 -2.429 0.845
H22 -3.573 -1.442 -0.592
H23 -2.020 -5.961 3.218
C21 2.590 -1.026 0.924
H24 3.699 -4.574 -1.119
H25 -1.085 4.876 -2.197
C22 -1.508 -5.173 2.682
C23 1.021 1.287 -4.064
C24 1.999 4.893 0.135
H26 3.798 0.785 -1.518
C25 2.744 2.529 1.676
H27 0.332 -5.722 -4.236
C26 -0.128 -5.165 2.606
C27 1.236 3.702 0.005
C28 -3.605 -0.591 3.506
H28 -0.371 -0.065 2.695
C29 -2.562 -0.240 -2.437
H29 -3.314 -4.191 2.048
H30 -0.606 4.719 3.432
H31 -4.342 1.585 -1.999
H32 -0.290 2.412 2.602
C30 -0.429 -3.215 -2.117
N4 -1.809 2.493 1.210
C31 3.656 -0.504 0.193
H33 -3.431 -0.142 -3.090
H34 4.453 -0.817 -1.767
C32 -1.323 0.295 -3.087
C33 -3.049 4.524 1.114
C34 2.697 -1.203 2.307
H35 0.068 1.273 -5.998
W1 -0.760 0.846 -0.170
C35 4.956 -0.411 2.245
H36 1.867 -1.625 2.865
H37 5.892 -0.192 2.741
C36 -2.240 -0.423 3.693
C37 -3.443 1.765 -1.404
C38 -4.107 -0.548 2.211
O2 -0.646 2.645 -1.052
H38 3.422 -2.906 -0.631
H39 -2.392 6.127 2.386
C39 -0.225 4.887 -1.540
H40 2.791 1.572 2.185
H41 -4.724 -0.137 -0.415
C40 -1.554 -3.173 1.375
C41 1.655 6.029 -0.539
H42 -5.159 -0.715 2.019
C42 -2.233 5.104 2.072
H43 2.645 3.333 2.406
C43 -2.231 -4.179 2.040
C44 2.063 -4.351 1.782
C45 0.578 -4.173 1.919
C46 -1.053 3.048 2.171
H44 -4.266 -0.771 4.343
H45 -2.410 -1.301 -2.242
Sb1 0.676 -1.569 0.076
C47 -0.030 1.059 -4.942
H46 1.962 1.687 -4.414
C48 -3.250 -0.318 1.158
H47 -1.612 -4.376 -3.477
H48 0.435 -5.969 3.066

Summary:
- Charge: +3
- E_HOMO (alpha / beta): -15.60 / -15.61 eV
- LUMO (alpha / beta): -8.371 / -9.100 eV
- Spin multiplicity: 3
- Gap between HOMO and LUMO (alpha / beta): 7.23 / 6.51 eV

=====

DFT (ωB97M-V with the def2-TZVPD basis set) results for a molecular structure, C48H49InN5O5Te in a non-equilibrium geometry.

Geometry (Å):
C1 -3.135 1.385 5.437
C2 0.418 1.989 -2.857
H1 -6.424 1.975 4.346
H2 -2.255 2.575 2.945
C3 1.275 2.851 -2.121
H3 3.403 -2.826 0.801
C4 -2.894 -1.311 3.889
C5 0.058 6.289 -3.349
C6 -0.754 3.883 -3.741
C7 1.670 0.029 6.014
H4 2.276 -0.796 6.456
H5 -0.045 6.746 -2.405
H6 1.653 0.918 6.662
C8 -5.050 -1.161 -0.314
In1 -1.192 -0.471 0.461
C9 5.165 -1.691 1.422
H7 2.727 -1.482 -7.859
H8 0.893 6.664 -3.899
C10 -3.950 -2.555 -2.362
N1 -1.952 -0.404 4.212
C11 -2.963 2.538 6.209
C12 1.497 0.455 -6.279
H9 -1.685 4.291 -4.125
H10 2.196 1.584 -0.602
C13 3.252 0.354 1.962
H11 -0.872 6.459 -3.895
H12 -5.201 3.249 4.677
N2 6.827 -0.205 2.421
H13 -2.113 -5.372 1.972
C14 -1.602 -3.361 1.294
H14 3.285 -4.569 -7.582
C15 -0.584 2.500 -3.679
C16 -2.088 1.242 1.217
H15 2.870 -2.701 -1.981
C17 -1.725 2.737 6.858
C18 3.621 -3.003 -4.956
N3 -2.272 1.946 2.137
H16 0.531 0.242 -5.881
N4 -1.833 -2.094 1.763
C19 2.911 -0.868 1.340
H17 2.145 0.447 5.068
C20 -0.872 0.693 5.954
C21 2.436 -0.956 -4.521
C22 -2.720 -2.243 2.843
C23 1.169 4.210 -2.393
C24 3.212 -2.061 -4.035
O1 7.653 -0.903 1.762
H18 4.280 -3.865 -4.680
C25 -2.036 0.494 5.209
C26 -3.158 -1.598 -1.734
C27 2.854 -1.599 -6.762
H19 4.879 1.526 2.704
H20 1.299 0.497 -7.374
H21 3.358 2.080 -1.799
O2 -1.735 -1.308 -3.606
C28 -1.780 -1.119 -2.372
O3 0.795 0.055 0.975
C29 -5.775 -2.215 -0.820
C30 3.606 -2.160 -2.550
H22 -5.404 -0.631 0.574
C31 5.495 -0.427 1.999
C32 -5.524 2.210 4.905
C33 4.566 0.585 2.240
C34 3.843 -1.889 1.153
H23 4.835 -4.427 -6.775
H24 -4.895 0.207 4.852
C35 3.498 -2.776 -6.366
H25 -3.761 3.285 6.303
H26 -5.850 2.183 5.991
O4 1.217 -2.065 0.245
H27 2.754 3.214 -0.558
H28 -3.707 -3.938 3.758
N5 -0.830 -0.635 -1.620
H29 -4.303 1.181 3.542
Te1 1.041 -0.142 -3.039
H30 1.858 4.812 -1.845
C36 -5.211 -2.852 -1.955
H31 -6.681 -2.445 -0.294
O5 7.147 0.446 3.423
C37 -3.821 -0.781 -0.826
C38 1.547 -1.000 0.805
H32 -1.135 1.770 -5.628
H33 2.512 1.093 2.207
C39 2.344 -0.676 -5.895
C40 -3.081 -3.613 2.986
H34 1.810 1.420 -5.928
H35 -1.263 0.575 -4.387
C41 -1.396 1.651 -4.602
H36 -2.516 1.749 -4.502
H37 -5.794 -3.594 -2.474
H38 0.144 1.907 7.387
H39 -0.887 -3.549 0.451
H40 6.029 -2.346 1.161
H41 -1.735 3.548 7.599
C42 2.456 2.434 -1.275
H42 -3.910 -1.385 4.405
H43 4.577 -3.457 -8.214
C43 -4.428 1.198 4.665
H44 4.581 -2.679 -2.392
C44 0.208 -0.374 5.746
H45 3.757 -1.230 -2.038
C45 4.065 -3.837 -7.337
C46 0.183 4.767 -3.197
H46 -3.550 -3.079 -3.197
C47 -0.699 1.815 6.741
C48 -2.289 -4.310 2.071
H47 -0.022 -1.210 6.424
H48 -3.380 0.220 -0.562
H49 0.055 -0.926 4.801

Summary:
- E_HOMO (alpha / beta): -7.47 / -7.49 eV
- LUMO (alpha / beta): -0.944 / -1.641 eV
- Spin multiplicity: 2
- Gap between HOMO and LUMO (alpha / beta): 6.52 / 5.85 eV

=====

Which of these has the lowest spin multiplicity?
C48H49InN5O5Te